Below is C9H7FN4 in the gas phase, with properties calculated with ωB97M-V with the def2-TZVPD basis set.

```
! wB97M-V def2-TZVPD RIJCOSX def2/J DEFGRID3
* xyz 0 1
C 2.0920 1.8229 0.2479
C -3.3081 -0.2496 0.1546
C -2.2449 -0.2903 1.0249
C 1.6208 -0.9542 -1.3104
C 1.3744 0.3418 -1.4823
C 0.7594 -0.9466 0.9801
C 1.4004 -1.5598 -0.0143
C 0.9178 1.2047 -0.3343
C 0.1581 0.4133 0.7470
N 3.0206 2.2966 0.7143
N -2.8785 0.2938 -0.9988
N -1.6402 0.5825 -0.8949
N -1.2209 0.2459 0.3211
F 1.8834 -2.8023 0.1513
H -4.3215 -0.5648 0.2870
H -2.1437 -0.6322 2.0323
H 1.9843 -1.5891 -2.1018
H 1.5418 0.8364 -2.4248
H 0.5902 -1.4326 1.9266
H 0.2616 1.9977 -0.7100
H 0.1530 0.9857 1.6846
*
```

Its SMILES is N#C[C@H]1C=CC(F)=C[C@@H]1n1ccnn1. As for the gap between HOMO and LUMO: 9.66 eV. For the HOMO energy, the calculation gives -9.578 eV. The molar mass comes out at 190.181 g mol⁻¹. Its total energy is -665.97326 Eh. The value obtained for the LUMO energy is 0.08 eV.

Below is 6 unconnected molecules or ions with the total composition C35H36ClNO15P3, with properties calculated with ωB97M-V with the def2-TZVPD basis set.

```
! wB97M-V def2-TZVPD RIJCOSX def2/J DEFGRID3
* xyz -1 1
C 6.5506 2.9007 3.8482
C 5.2193 2.5361 4.5186
N 4.4663 3.6848 5.0223
P 3.0224 4.1026 4.0451
C 1.4557 4.5040 3.0159
C 2.1440 4.9676 5.6270
C 2.8381 4.8569 6.9107
O 3.6159 5.5927 7.4068
Cl 2.3573 3.3778 7.8988
P 2.0829 2.0832 4.5870
O 2.1783 1.1144 3.4308
P 3.8485 6.1734 3.4542
O 2.8577 7.1514 2.9403
O 4.6220 6.8498 4.7082
O 5.0145 5.9474 2.3327
H 6.3999 3.0252 2.7722
H 7.2472 2.0678 3.9492
H 6.9838 3.8072 4.2697
H 4.6321 1.9448 3.8143
H 5.4456 1.8726 5.3624
H 5.1069 4.4668 5.1165
H 3.5675 3.5022 2.8504
H 1.7373 4.8275 2.0164
H 0.9085 3.5656 2.8814
H 0.7860 5.2156 3.4910
H 1.9972 6.0282 5.4226
H 1.1610 4.5080 5.7301
H 0.7092 2.2815 4.8793
H 2.6885 1.4823 5.7137
H 4.4152 7.7929 4.7190
H 5.5185 5.1622 2.5972
C 3.8289 -1.3350 2.2571
C 3.6660 -2.6293 1.9852
C 4.2860 -3.2656 0.8034
O 4.1208 -4.4450 0.5543
C 5.1192 -2.4117 -0.0773
C 5.2965 -1.1211 0.1864
C 4.6672 -0.4733 1.3730
O 4.8532 0.6999 1.5925
H 3.3650 -0.8502 3.1109
H 3.0627 -3.2757 2.6124
H 5.5659 -2.8997 -0.9349
H 5.9010 -0.4777 -0.4409
C -0.6961 -3.4586 0.0092
C 0.0293 -3.7789 1.0767
C -0.3765 -3.3573 2.4425
O 0.2885 -3.6517 3.4110
C -1.6262 -2.5660 2.5720
C -2.3555 -2.2457 1.5064
C -1.9434 -2.6678 0.1483
O -2.6106 -2.3746 -0.8294
H -0.4139 -3.7563 -0.9947
H 0.9451 -4.3542 1.0052
H -1.9020 -2.2683 3.5754
H -3.2711 -1.6717 1.5730
C -7.8148 -1.6104 -0.1592
C -8.4968 -1.8442 -1.2758
C -7.8051 -2.2596 -2.5214
O -8.4283 -2.4682 -3.5436
C -6.3324 -2.4039 -2.4739
C -5.6384 -2.1684 -1.3612
C -6.3355 -1.7549 -0.1151
O -5.7269 -1.5402 0.9119
H -8.2936 -1.3060 0.7630
H -9.5733 -1.7450 -1.3343
H -5.8589 -2.7101 -3.3982
H -4.5537 -2.2615 -1.3037
C 0.1606 -2.3122 -6.4414
C 0.4888 -3.3086 -5.6245
C 0.1011 -3.2816 -4.1901
O 0.3967 -4.1921 -3.4448
C -0.6594 -2.1064 -3.7062
C -0.9857 -1.1069 -4.5215
C -0.6033 -1.1356 -5.9526
O -0.9139 -0.2375 -6.7109
H 0.4274 -2.3079 -7.4909
H 1.0434 -4.1771 -5.9564
H -0.9369 -2.1167 -2.6602
H -1.5465 -0.2437 -4.1911
C -3.8805 -1.2426 -7.3189
C -4.4679 -1.7089 -8.4184
C -5.9207 -2.0162 -8.4506
O -6.4518 -2.4456 -9.4524
C -6.6985 -1.7832 -7.2064
C -6.1144 -1.3128 -6.1085
C -4.6641 -1.0060 -6.0794
O -4.1377 -0.5830 -5.0711
H -2.8193 -1.0186 -7.2663
H -3.9215 -1.8899 -9.3355
H -7.7546 -2.0171 -7.2478
H -6.6616 -1.1350 -5.1914
*
```

The relative energy (zero: lowest compared OMol25 entry of this formula, charge and spin) is 0.0 kcal/mol. As for the gap between HOMO and LUMO: 4.41 eV. For the HOMO energy, the calculation gives -4.848 eV. The molar mass comes out at 839.040 g mol⁻¹. Its total energy is -4022.87812 Eh. The value obtained for the LUMO energy is -0.44 eV.

Q: Which of these has the lowest gap between HOMO and LUMO?
A: C35H36ClNO15P3